C31H52BrN4P3Pt as an isolated structure, computed with ωB97M-V with the def2-TZVPD basis set.

Atoms and positions in Å:
N1 7.72 -2.49 -6.34
C1 7.99 -2.21 -5.07
C2 7.00 -1.79 -4.18
C3 5.64 -1.71 -4.57
C4 5.41 -2.01 -5.94
C5 6.48 -2.38 -6.77
C6 4.60 -1.34 -3.56
Pt1 0.28 -0.05 -0.52
P1 -3.70 -2.91 0.89
C7 3.26 -1.66 -3.52
C8 2.56 -2.12 -2.34
C9 1.23 -2.61 -2.48
C10 0.40 -2.62 -1.36
C11 0.94 -1.92 -0.23
C12 2.31 -1.98 0.08
C13 3.14 -2.03 -1.05
Br1 -1.26 -0.34 2.14
H1 5.02 -0.73 -2.75
H2 2.65 -1.55 -4.43
H3 7.31 -1.56 -3.16
H4 4.42 -1.95 -6.38
H5 9.03 -2.32 -4.75
H6 6.33 -2.59 -7.83
H7 0.87 -2.91 -3.48
H8 4.23 -1.92 -0.99
H9 -0.58 -3.11 -1.34
H10 2.68 -1.94 1.10
P2 -1.23 0.87 -1.90
C14 -1.95 -3.22 1.34
C15 -1.79 -4.50 2.18
H11 -1.59 -2.36 1.95
H12 -1.30 -3.22 0.45
H13 -0.79 -4.53 2.63
H14 -2.52 -4.53 3.00
H15 -1.93 -5.37 1.53
C16 -3.76 -2.98 -0.94
C17 -5.09 -3.50 -1.49
H16 -2.91 -3.58 -1.29
H17 -3.61 -1.96 -1.28
H18 -4.95 -3.84 -2.52
H19 -5.48 -4.34 -0.91
H20 -5.84 -2.69 -1.49
C18 -4.32 -1.20 1.16
C19 -4.71 -0.92 2.61
H21 -5.19 -1.07 0.52
H22 -3.54 -0.49 0.80
H23 -4.69 0.16 2.83
H24 -5.74 -1.25 2.81
H25 -4.04 -1.45 3.30
C20 -2.02 2.38 -1.27
C21 -2.19 3.51 -2.28
H26 -1.45 2.70 -0.38
H27 -3.00 2.05 -0.89
H28 -1.27 4.10 -2.39
H29 -2.49 3.16 -3.27
H30 -2.97 4.20 -1.91
C22 -2.57 -0.14 -2.59
C23 -2.37 -0.77 -3.96
H31 -3.51 0.45 -2.53
H32 -2.64 -0.93 -1.84
H33 -2.16 -0.02 -4.73
H34 -1.56 -1.51 -3.96
H35 -3.29 -1.30 -4.25
C24 -0.09 1.27 -3.27
C25 1.02 2.16 -2.74
H36 -0.68 1.72 -4.08
H37 0.31 0.30 -3.60
H38 1.97 1.88 -3.21
H39 0.83 3.22 -2.94
H40 1.19 2.04 -1.65
C26 1.32 2.63 3.97
N2 2.22 1.50 3.59
C27 3.48 2.04 3.03
N3 3.21 2.93 1.86
C28 2.29 4.02 2.26
N4 1.02 3.50 2.81
C29 0.21 2.85 1.79
P3 1.09 1.36 1.07
C30 1.59 0.55 2.71
C31 2.74 2.19 0.71
H41 1.85 3.24 4.74
H42 0.40 2.23 4.39
H43 4.11 1.20 2.70
H44 3.99 2.63 3.81
H45 2.08 4.65 1.39
H46 2.78 4.62 3.05
H47 -0.75 2.50 2.19
H48 0.01 3.57 0.98
H49 2.25 -0.30 2.49
H50 0.67 0.19 3.21
H51 2.62 2.86 -0.15
H52 3.45 1.40 0.43

Summary:
HOMO level (alpha / beta) = -12.80 / -12.58 eV
E = -5148.06697 a.u.
⟨S²⟩ = 2.08
net charge = +2
energy above the lowest of the compared OMol25 structures with the same formula, charge and spin = 80.5 kcal/mol
multiplicity = 3

One molecule with the formula CH2P2S2, computed with ωB97M-V with the def2-TZVPD basis set.

Atoms and positions in Å:
C1 -0.41 0.20 -0.05
P1 -1.62 1.33 -0.17
S1 -0.70 3.01 0.85
P2 -1.25 2.49 2.81
S2 -0.36 3.63 4.09
H1 0.55 0.41 0.40
H2 -0.48 -0.72 -0.60

Summary:
HOMO level = -8.95 eV
E = -1518.37442 a.u.
SMILES = C=P#S#P=S
net charge = 0
energy above the lowest of the compared OMol25 structures with the same formula, charge and spin = 0.0 kcal/mol
multiplicity = 1

One molecule with the formula C3H3BrO, computed with ωB97M-V with the def2-TZVPD basis set.

Atoms and positions in Å:
C1 -0.72 -0.35 -0.32
C2 0.63 -0.30 0.27
Br1 1.40 -1.44 1.53
C3 0.85 0.99 0.07
O1 1.08 2.07 -0.33
H1 -1.35 0.51 0.13
H2 -1.07 -1.35 -0.04
H3 -0.83 -0.13 -1.31

Summary:
HOMO level = -8.61 eV
E = -2765.28536 a.u.
SMILES = CC(Br)=C=O
net charge = 0
energy above the lowest of the compared OMol25 structures with the same formula, charge and spin = 29.6 kcal/mol
multiplicity = 1

C43H40ClN7O5S2SeTa as an isolated structure, computed with ωB97M-V with the def2-TZVPD basis set.

Atoms and positions in Å:
Ta1 0.68 -0.57 0.07
Cl1 4.53 2.75 5.56
C1 3.75 2.15 4.13
C2 4.42 1.26 3.30
C3 3.78 0.80 2.15
C4 2.50 1.21 1.86
O1 1.85 0.67 0.78
C5 1.84 2.13 2.66
C6 0.57 2.80 2.28
N1 -0.09 2.51 1.24
C7 -1.22 3.29 0.92
C8 -2.14 3.68 1.85
C9 -3.25 4.48 1.49
C10 -3.42 4.88 0.20
C11 -2.50 4.47 -0.80
C12 -2.63 4.85 -2.15
C13 -1.70 4.44 -3.06
C14 -0.63 3.63 -2.60
N2 -0.48 3.24 -1.37
C15 -1.39 3.66 -0.45
C16 2.48 2.59 3.81
H1 5.42 0.94 3.54
H2 4.29 0.12 1.48
H3 0.28 3.64 2.92
H4 -2.02 3.36 2.88
H5 -3.95 4.79 2.25
H6 -4.25 5.51 -0.08
H7 -3.47 5.47 -2.45
H8 -1.76 4.71 -4.10
H9 0.12 3.29 -3.31
H10 1.99 3.32 4.44
C17 -7.44 4.05 -1.89
C18 -8.54 3.32 -1.16
O2 -9.68 3.68 -1.16
S1 -8.19 1.83 -0.20
C19 -6.47 1.48 -0.41
C20 -5.98 0.96 -1.60
C21 -4.65 0.59 -1.71
C22 -3.79 0.74 -0.63
C23 -4.28 1.26 0.57
C24 -5.61 1.63 0.67
C25 -2.40 0.36 -0.70
C26 -1.23 0.06 -0.72
H11 -7.77 4.23 -2.91
H12 -6.49 3.53 -1.89
H13 -7.32 5.02 -1.40
H14 -6.65 0.82 -2.44
H15 -4.28 0.18 -2.64
H16 -3.61 1.35 1.41
H17 -5.99 2.04 1.60
C27 -1.47 -4.34 -0.34
C28 -0.91 -3.20 0.46
O3 -1.12 -3.07 1.64
O4 -0.16 -2.35 -0.25
H18 -2.54 -4.16 -0.50
H19 -1.38 -5.26 0.24
H20 -0.97 -4.45 -1.29
C29 -1.99 -0.49 4.24
N3 -0.61 -0.96 4.08
C30 0.09 -1.54 5.09
C31 1.34 -2.00 4.92
C32 1.89 -1.92 3.60
N4 1.18 -1.36 2.62
C33 -0.02 -0.86 2.86
O5 -0.61 -0.28 1.91
N5 3.09 -2.40 3.30
H21 -2.38 -0.86 5.18
H22 -2.59 -0.86 3.41
H23 -2.02 0.60 4.23
H24 -0.42 -1.60 6.04
H25 1.90 -2.44 5.73
H26 3.65 -2.86 3.99
H27 3.40 -2.35 2.34
C34 1.47 -2.15 -5.37
N6 0.19 -1.78 -4.78
C35 -1.07 -2.01 -5.49
C36 -2.12 -1.55 -4.47
N7 -1.30 -0.97 -3.41
C37 0.00 -1.18 -3.60
S2 1.31 -0.78 -2.57
H28 1.74 -1.46 -6.18
H29 1.40 -3.16 -5.77
H30 2.24 -2.12 -4.61
H31 -1.16 -3.07 -5.74
H32 -1.09 -1.43 -6.41
H33 -2.72 -2.37 -4.10
H34 -2.79 -0.80 -4.89
H35 -1.64 -0.65 -2.51
Se1 2.95 -1.89 -0.14
C38 2.60 -3.76 -0.26
C39 1.81 -4.41 0.69
C40 1.61 -5.78 0.60
C41 2.20 -6.51 -0.43
C42 3.00 -5.86 -1.36
C43 3.20 -4.49 -1.28
H36 1.37 -3.85 1.50
H37 0.99 -6.28 1.33
H38 2.04 -7.58 -0.49
H39 3.48 -6.43 -2.15
H40 3.82 -3.98 -2.01

Summary:
HOMO level = -10.11 eV
E = -6137.07027 a.u.
net charge = +1
energy above the lowest of the compared OMol25 structures with the same formula, charge and spin = 35.6 kcal/mol
multiplicity = 1

C46H46BClN10O4PPb as an isolated structure, computed with ωB97M-V with the def2-TZVPD basis set.

Atoms and positions in Å:
Pb1 -0.19 -0.67 0.05
N1 1.46 1.67 2.92
P1 2.01 0.47 1.82
C1 3.32 -0.12 2.97
C2 2.90 -0.95 4.01
C3 3.79 -1.36 4.99
C4 5.11 -0.96 4.93
C5 5.54 -0.15 3.90
C6 4.65 0.27 2.92
C7 2.93 1.41 0.56
C8 3.92 0.74 -0.16
C9 4.58 1.37 -1.20
C10 4.24 2.67 -1.55
C11 3.25 3.34 -0.84
C12 2.59 2.71 0.21
C13 0.29 2.40 2.79
C14 -0.15 3.22 3.84
C15 -1.27 4.00 3.64
C16 -1.90 3.97 2.41
C17 -1.38 3.16 1.43
N2 -0.32 2.36 1.61
H1 1.92 1.74 3.81
H2 1.86 -1.26 4.06
H3 3.45 -2.00 5.80
H4 5.81 -1.29 5.69
H5 6.58 0.17 3.85
H6 5.00 0.92 2.12
H7 4.17 -0.28 0.10
H8 5.37 0.86 -1.74
H9 4.74 3.16 -2.38
H10 2.99 4.36 -1.11
H11 1.83 3.24 0.76
H12 0.40 3.24 4.78
H13 -1.64 4.63 4.44
H14 -2.78 4.58 2.21
H15 -1.81 3.14 0.44
N3 -0.86 -1.87 2.26
C18 -0.03 -3.07 2.42
C19 0.35 -3.68 1.05
O1 0.85 -4.79 1.04
O2 0.11 -2.95 0.01
H16 -0.91 -1.32 3.11
H17 -1.81 -2.15 2.02
H18 -0.52 -3.86 3.00
H19 0.90 -2.80 2.92
Cl1 0.01 5.15 -2.18
C20 -1.22 4.44 -3.15
C21 -1.89 5.23 -4.07
C22 -2.91 4.69 -4.84
C23 -3.27 3.35 -4.69
C24 -2.61 2.56 -3.78
C25 -1.55 3.06 -2.98
C26 -0.88 2.23 -2.09
H20 -1.62 6.27 -4.16
H21 -3.42 5.32 -5.56
H22 -4.08 2.94 -5.28
H23 -2.88 1.52 -3.65
H24 -1.18 1.20 -1.99
H25 -0.04 2.57 -1.50
C27 -2.81 -4.17 -2.65
N4 -1.82 -3.32 -3.31
C28 -1.03 -3.90 -4.38
C29 -1.48 -2.18 -2.78
N5 -1.17 -1.16 -2.31
H26 -3.55 -4.49 -3.38
H27 -3.30 -3.61 -1.86
H28 -2.33 -5.05 -2.22
H29 -1.70 -4.30 -5.15
H30 -0.39 -4.71 -4.01
H31 -0.40 -3.13 -4.83
O3 -3.71 -1.55 -0.46
B1 -2.91 -0.56 0.05
O4 -3.66 0.50 0.51
C30 -4.98 0.16 0.26
C31 -6.13 0.88 0.50
C32 -7.33 0.27 0.14
C33 -7.36 -0.99 -0.44
C34 -6.19 -1.71 -0.68
C35 -5.01 -1.10 -0.32
H32 -6.10 1.87 0.94
H33 -8.25 0.80 0.30
H34 -8.31 -1.43 -0.71
H35 -6.21 -2.70 -1.13
C36 1.57 0.18 -3.67
C37 2.17 -0.87 -2.81
N6 1.91 -1.09 -1.54
C38 2.71 -2.14 -1.15
C39 3.46 -2.56 -2.20
N7 3.12 -1.74 -3.26
C40 3.66 -1.85 -4.60
N8 4.30 -0.65 -5.04
N9 3.73 0.11 -6.00
N10 4.46 1.13 -6.22
C41 5.57 1.07 -5.41
C42 6.66 1.93 -5.28
C43 7.63 1.58 -4.37
C44 7.53 0.42 -3.59
C45 6.45 -0.44 -3.70
C46 5.48 -0.09 -4.63
H36 0.62 0.49 -3.24
H37 1.41 -0.17 -4.69
H38 2.22 1.06 -3.72
H39 2.67 -2.55 -0.15
H40 4.18 -3.36 -2.29
H41 2.86 -2.05 -5.32
H42 4.36 -2.68 -4.60
H43 6.73 2.83 -5.88
H44 8.51 2.21 -4.25
H45 8.31 0.19 -2.88
H46 6.37 -1.34 -3.09

Summary:
HOMO level (alpha / beta) = -10.12 / -9.29 eV
E = -3648.11877 a.u.
net charge = +1
energy above the lowest of the compared OMol25 structures with the same formula, charge and spin = 94.5 kcal/mol
multiplicity = 1

C22H49BeBr3Cl2CsNO15 as an isolated structure, computed with ωB97M-V with the def2-TZVPD basis set.

Atoms and positions in Å:
C1 0.80 2.50 -6.13
C2 0.62 0.98 -6.18
O1 1.86 0.32 -5.98
C3 1.85 -0.79 -5.10
C4 2.34 -0.43 -3.69
C5 1.36 0.48 -2.96
O2 1.64 0.52 -1.57
C6 0.46 0.45 -0.77
C7 -0.61 1.48 -1.12
O3 -1.84 0.83 -1.46
C8 -2.48 1.36 -2.60
H1 -0.06 2.99 -5.65
H2 1.68 2.71 -5.51
H3 0.98 2.92 -7.12
H4 0.20 0.67 -7.15
H5 -0.11 0.67 -5.40
H6 0.84 -1.25 -5.03
H7 2.51 -1.57 -5.52
H8 2.47 -1.37 -3.13
H9 3.33 0.04 -3.79
H10 0.33 0.12 -3.14
H11 1.41 1.50 -3.39
H12 0.01 -0.56 -0.84
H13 0.79 0.58 0.27
H14 -0.81 2.13 -0.25
H15 -0.30 2.13 -1.95
H16 -3.54 1.09 -2.55
H17 -2.06 0.93 -3.53
H18 -2.40 2.46 -2.65
C9 -1.24 1.72 3.62
O4 -1.95 1.60 4.65
O5 -0.31 0.70 3.45
O6 -1.28 2.59 2.74
H19 -0.49 0.14 4.21
C10 -2.37 -3.84 3.50
C11 -1.74 -3.10 2.32
C12 -1.27 -4.02 1.20
O7 -0.05 -4.70 1.46
C13 -0.14 -5.86 2.26
N1 -0.68 -2.23 2.83
H20 -1.61 -4.29 4.14
H21 -2.93 -3.14 4.12
H22 -3.05 -4.62 3.17
H23 -2.52 -2.46 1.89
H24 -1.06 -3.42 0.32
H25 -2.05 -4.74 0.94
H26 -1.06 -6.42 2.10
H27 -0.05 -5.62 3.32
H28 0.70 -6.51 2.00
H29 -0.34 -1.60 2.11
H30 0.11 -2.82 3.08
Be1 -0.56 -2.01 -3.70
C14 -4.37 -4.75 -1.05
Cl1 -3.50 -3.26 -1.42
Cl2 -5.36 -4.61 0.41
H31 -5.02 -4.99 -1.89
H32 -3.64 -5.54 -0.89
C15 -4.75 2.39 3.93
Br1 -6.22 2.18 5.19
Br2 -4.69 1.00 2.66
Br3 -4.80 4.13 3.05
H33 -3.81 2.36 4.48
C16 3.17 -5.24 1.53
O8 3.22 -6.45 1.69
O9 3.00 -4.65 0.44
O10 3.30 -4.38 2.42
C17 6.16 -1.45 -0.02
C18 6.53 -2.73 -0.75
O11 6.58 -3.85 0.12
H34 6.87 -1.25 0.78
H35 6.15 -0.60 -0.70
H36 5.17 -1.53 0.43
H37 7.52 -2.65 -1.19
H38 5.81 -2.91 -1.56
H39 5.70 -3.95 0.51
C19 -2.29 1.94 7.62
O12 -3.34 2.90 7.73
H40 -1.78 1.94 8.59
H41 -2.68 0.94 7.43
H42 -1.59 2.19 6.83
H43 -3.82 2.93 6.90
Cs1 -7.52 4.88 2.97
C20 1.63 4.15 -0.76
O13 1.98 5.54 -0.72
C21 1.23 6.31 -1.50
O14 0.33 5.95 -2.22
O15 1.65 7.58 -1.37
C22 0.93 8.52 -2.17
H44 2.31 3.64 -0.09
H45 0.60 4.00 -0.43
H46 1.76 3.76 -1.77
H47 -0.13 8.53 -1.90
H48 1.03 8.29 -3.23
H49 1.38 9.49 -1.96

Summary:
HOMO level = -7.49 eV
E = -10727.91689 a.u.
net charge = 0
multiplicity = 1